# 1
DFT (wB97M-V/def2-TZVPD) results for 3 unconnected molecules or ions with the total composition C38H44BO10P at a distorted geometry.

The value obtained for the frontier orbital gap is 7.8 eV. The molar mass comes out at 702.546 g mol⁻¹. The charge is 0. The HOMO energy comes out at -0.3299 Eh. As for the structure (SMILES): CCOC(=O)CCCc1c(B(O)CC)cc(Cc2cccc(C)c2)c2c1C(=O)c1cccc([PH2]=O)c1C2=O.O=C1CCCO1.O=C1CCCO1. As for the spin multiplicity: 1.

Last column: Mulliken charge in e.
Cartesian coordinates (Å):
1 C 0.10906 1.31280 3.46417  -0.53
2 C -1.22477 1.08933 4.28691  -0.06
3 O -2.36284 1.83612 3.77946  -0.42
4 C -2.91911 1.15990 2.67931  0.13
5 O -3.79107 0.35151 2.84933  -0.56
6 C -2.30003 1.48451 1.25957  0.32
7 C -3.39982 1.65368 0.15015  -0.60
8 C -2.80586 1.80589 -1.33256  -0.91
9 C -1.25326 1.88875 -1.28761  0.28
10 C -0.62702 3.17422 -0.94465  -0.07
11 B -1.48691 4.49783 -0.66463  0.59
12 O -1.71940 4.81520 0.69479  -0.67
13 C -2.07878 5.47998 -1.79794  -0.43
14 C -3.67011 5.55400 -1.73955  -0.91
15 C 0.83051 3.27081 -0.85020  -1.16
16 C 1.72669 2.11538 -1.08230  0.16
17 C 3.25677 2.34596 -0.90267  -1.65
18 C 4.03121 2.67058 -2.21567  0.32
19 C 4.03279 3.94516 -2.91513  -0.42
20 C 4.85021 4.12985 -4.13201  -0.64
21 C 5.69146 3.03864 -4.65106  -0.60
22 C 5.68819 1.73658 -3.96821  0.44
23 C 6.59124 0.59458 -4.53284  -1.33
24 C 4.86977 1.58361 -2.77462  -0.03
25 C 1.08267 0.86165 -1.45275  0.55
26 C -0.39735 0.73816 -1.55443  1.02
27 C -1.00099 -0.65500 -1.91095  0.27
28 O -2.03853 -1.08512 -1.45443  -0.57
29 C -0.16547 -1.53498 -2.88060  0.08
30 C -0.84031 -2.44196 -3.79636  -0.55
31 C -0.06611 -3.27341 -4.71501  -0.70
32 C 1.39510 -3.10882 -4.68901  -0.56
33 C 2.08060 -2.18872 -3.76065  0.46
34 P 3.93317 -2.08027 -3.84279  0.64
35 O 4.66762 -2.59618 -2.64116  -0.64
36 C 1.30460 -1.38430 -2.80736  -0.04
37 C 1.94653 -0.40833 -1.75837  0.57
38 O 3.01532 -0.60667 -1.23963  -0.51
39 H 0.59147 0.34714 3.13637  0.01
40 H -0.00528 1.95623 2.55712  0.05
41 H 0.84883 1.83993 4.13346  0.38
42 H -1.00958 1.39911 5.34401  0.39
43 H -1.45121 -0.01674 4.30171  0.09
44 H -1.75443 2.45618 1.40134  0.15
45 H -1.58997 0.63091 1.05976  0.10
46 H -4.08512 0.77001 0.18787  0.45
47 H -3.95708 2.60682 0.37455  0.20
48 H -3.18844 0.91730 -1.90419  0.34
49 H -3.25137 2.70178 -1.85582  0.04
50 H -2.46980 5.44027 0.69754  0.27
51 H -1.68749 6.51450 -1.55517  0.25
52 H -1.71285 5.24535 -2.83273  0.29
53 H -4.02454 6.55834 -2.11186  0.32
54 H -4.14483 4.76749 -2.38685  0.29
55 H -4.08226 5.44435 -0.70305  0.24
56 H 1.29547 4.24206 -0.56684  0.32
57 H 3.77065 1.50054 -0.36737  0.46
58 H 3.36537 3.23444 -0.21395  0.55
59 H 3.42874 4.80207 -2.52895  0.33
60 H 4.84063 5.13458 -4.62595  0.33
61 H 6.30521 3.26825 -5.55534  0.31
62 H 6.03030 -0.05599 -5.24864  0.24
63 H 7.43307 1.09967 -5.08531  0.43
64 H 7.07457 -0.01035 -3.71720  0.34
65 H 4.89471 0.59463 -2.24292  0.60
66 H -1.95724 -2.48735 -3.74860  0.40
67 H -0.58128 -3.98951 -5.40086  0.37
68 H 1.96188 -3.75631 -5.40748  0.23
69 H 4.29673 -2.73933 -5.06955  0.06
70 H 4.23346 -0.69226 -4.06954  -0.09
71 O -0.54120 -2.47451 4.92085  -0.61
72 C -0.02199 -2.86729 3.91125  0.52
73 O 1.08826 -2.30757 3.36546  -0.35
74 C 1.37904 -2.94389 2.10988  -0.10
75 C 0.69836 -4.29526 2.18316  -0.68
76 C -0.51524 -3.99978 3.04748  -0.26
77 H 0.98202 -2.32069 1.30338  -0.04
78 H 2.45778 -3.03373 1.98652  0.36
79 H 0.45210 -4.70712 1.20459  0.35
80 H 1.34772 -5.01033 2.69494  0.29
81 H -1.36325 -3.65077 2.45425  0.25
82 H -0.79768 -4.85839 3.65363  0.27
83 O -3.87677 -7.28744 4.49393  -0.60
84 C -4.01713 -6.15681 4.86766  0.52
85 O -3.79758 -5.07002 4.08201  -0.35
86 C -3.94840 -3.87417 4.86729  -0.16
87 C -4.80992 -4.27666 6.04585  -0.53
88 C -4.40866 -5.72483 6.26058  -0.40
89 H -2.95649 -3.53202 5.17498  0.08
90 H -4.41839 -3.09683 4.26504  0.30
91 H -4.66286 -3.64487 6.92174  0.33
92 H -5.86615 -4.22569 5.76796  0.28
93 H -3.54070 -5.81420 6.91696  0.25
94 H -5.23698 -6.32213 6.63658  0.30

Atoms 1-6, force components in eV/Å:
0.6 0.2 0.3
1.1 -0.7 0.0
0.4 -0.8 -0.8
0.0 -0.2 -0.4
0.4 0.5 -0.2
-0.4 0.5 1.1

# 2
DFT (wB97M-V/def2-TZVPD) results for a molecular structure, C22H64ClGaO13PS at a distorted geometry.

The value obtained for the frontier orbital gap is 7.1 eV. The molar mass comes out at 704.958 g mol⁻¹. The charge is -1. The HOMO energy comes out at -0.1912 Eh. As for the spin multiplicity: 1.

Last column: Mulliken charge in e.
Cartesian coordinates (Å):
1 O -0.61768 0.38522 -2.60838  -0.69
2 P 0.17953 1.54046 -1.98348  0.76
3 O 0.52230 2.61450 -3.23269  -0.34
4 O 1.63435 0.85087 -1.39760  -0.57
5 C -0.71192 2.29202 -0.53790  -0.44
6 Ga -1.54575 4.14258 -0.87445  0.15
7 S -2.87252 4.25456 -2.76118  -0.37
8 Cl -2.97387 4.51742 0.90506  -0.49
9 C -0.23340 5.71677 -0.88053  -0.58
10 C 1.26035 5.20209 -1.46102  0.28
11 C 2.27711 6.44055 -1.88922  -0.72
12 O 1.51348 5.47211 -2.89714  -0.37
13 H 1.34059 2.29359 -3.66690  0.28
14 H 1.94108 1.37398 -0.62952  0.30
15 H -1.57159 1.58312 -0.30066  0.29
16 H -0.08696 2.34275 0.41414  0.23
17 H -3.11580 2.95186 -3.16288  0.05
18 H -0.54351 6.43353 -1.69260  0.27
19 H -0.02864 6.18798 0.11993  0.31
20 H 1.74672 4.26012 -0.96148  0.11
21 H 3.30462 6.05802 -2.13758  0.30
22 H 1.81992 7.32009 -2.43619  0.34
23 C 4.46497 -1.35596 -3.72791  -0.85
24 C 3.66107 -0.60484 -4.77205  -0.29
25 O 2.26977 -0.74454 -4.51642  -0.43
26 H 4.19993 -2.41330 -3.72812  0.17
27 H 5.53749 -1.26124 -3.91768  0.37
28 H 4.24971 -0.97308 -2.72604  0.26
29 H 3.86114 -1.00310 -5.76869  0.31
30 H 3.91552 0.46121 -4.76844  0.26
31 H 2.09702 -0.38188 -3.63729  0.10
32 C 0.47000 -3.41324 -2.46863  -0.75
33 C -0.96596 -3.54865 -1.99784  -0.31
34 O -1.25102 -2.58440 -0.99680  -0.50
35 H 1.16176 -3.54301 -1.63198  0.23
36 H 0.70074 -4.15682 -3.23650  0.32
37 H 0.64888 -2.41657 -2.87944  0.30
38 H -1.13780 -4.53979 -1.56777  0.16
39 H -1.66310 -3.40855 -2.83050  0.29
40 H -1.10538 -1.71342 -1.38898  0.28
41 C 0.78805 -7.42643 -0.94404  -0.76
42 C -0.11401 -7.48834 0.27344  -0.30
43 O -0.08025 -6.24953 0.97398  -0.50
44 H 1.81561 -7.20152 -0.64823  0.16
45 H 0.77694 -8.37425 -1.48766  0.35
46 H 0.46902 -6.62916 -1.62108  0.20
47 H 0.22024 -8.27082 0.95759  0.24
48 H -1.14800 -7.70206 -0.01675  0.33
49 H -0.38466 -5.56082 0.36963  0.28
50 C -3.65477 6.40712 -7.43412  -1.11
51 C -3.45494 5.97041 -5.99454  -0.12
52 O -4.20107 4.79170 -5.72657  -0.50
53 H -4.71280 6.59336 -7.63465  0.26
54 H -3.08953 7.31755 -7.64868  0.33
55 H -3.33195 5.62250 -8.12469  0.33
56 H -3.79782 6.74643 -5.30869  0.29
57 H -2.39830 5.77181 -5.79019  0.23
58 H -3.88793 4.10593 -6.32674  0.28
59 C 2.79018 -8.22012 2.68139  -0.85
60 C 1.88515 -8.28317 3.89622  -0.21
61 O 1.91162 -7.04715 4.59817  -0.53
62 H 3.81689 -7.99443 2.97888  0.33
63 H 2.78087 -9.16842 2.13795  0.31
64 H 2.47112 -7.42303 2.00378  0.12
65 H 2.21829 -9.06504 4.58109  0.31
66 H 0.85234 -8.49842 3.60230  0.21
67 H 1.60664 -6.36164 3.99124  0.31
68 C -1.09898 2.91872 5.09658  -1.13
69 C -1.34759 2.44674 3.67762  0.47
70 O -0.62439 3.25489 2.75650  -0.41
71 H -1.40059 3.95948 5.21128  0.29
72 H -1.65398 2.31049 5.81329  0.31
73 H -0.03264 2.86582 5.34073  0.39
74 H -2.40524 2.52159 3.43132  -0.39
75 H -1.03650 1.40368 3.55141  0.26
76 H 0.31183 3.17686 2.97397  0.24
77 C 6.82941 -5.88570 -2.36965  -1.07
78 C 5.75773 -4.89752 -1.95114  -0.16
79 O 4.98642 -4.49590 -3.07721  -0.45
80 H 7.48675 -5.44188 -3.12078  0.28
81 H 7.43186 -6.19547 -1.51256  0.33
82 H 6.38045 -6.77423 -2.82269  0.33
83 H 6.21019 -4.00340 -1.51942  0.28
84 H 5.08900 -5.34049 -1.20591  0.20
85 H 4.58073 -5.28704 -3.44989  0.25
86 C -2.38103 5.61283 9.43610  -1.08
87 C -1.74895 5.48282 8.06337  -0.26
88 O -2.46085 4.53587 7.27708  -0.40
89 H -2.38729 4.64749 9.94732  0.27
90 H -1.83680 6.33395 10.05075  0.34
91 H -3.42207 5.93731 9.35312  0.33
92 H -0.71697 5.13821 8.14923  0.28
93 H -1.74948 6.44557 7.54163  0.29
94 H -3.36939 4.84860 7.19524  0.24
95 C -5.46350 0.51504 2.66498  -0.96
96 C -5.98538 1.61672 3.56692  -0.22
97 O -4.90475 2.36130 4.11423  -0.44
98 H -4.80484 -0.15564 3.22187  0.25
99 H -6.28593 -0.06800 2.24353  0.36
100 H -4.87398 0.93406 1.84513  0.25
101 H -6.55546 1.19375 4.39662  0.25
102 H -6.63758 2.29843 3.01117  0.28
103 H -4.41065 2.74051 3.37471  0.18

Atoms 1-6, force components in eV/Å:
1.8 1.9 1.4
-2.1 -2.7 -1.0
0.8 -1.3 2.3
-1.1 1.8 -0.5
0.5 -0.5 0.1
-0.1 0.2 0.1